## P
# C3H6N2S

A structure of composition C3H6N2S (ωB97M-V/def2-TZVPD, the Open Molecules 2025 dataset).

**Orbital gap**: 8.3 eV
**Lowest unoccupied orbital energy**: 0.2 eV
**Charge**: 0
**Spin multiplicity**: 1

Each line ends with the Mulliken charge.
Element x y z (Å)
N  1.52313  1.07675  0.38179  -0.3655
H  2.33427  1.25708  0.86781  0.2015
H  1.74536  -0.65382  -1.27944  0.3401
H  -0.90045  -1.34393  -0.98888  0.2954
H  -2.42036  -0.20425  -0.38450  0.3311
N  0.82071  -0.20956  0.65061  -0.1372
C  1.33004  0.09381  -0.58568  -0.1011
C  -0.59469  -0.23828  0.79389  -0.3755
H  -0.99030  -1.10315  1.33450  0.2915
S  -0.72012  0.95316  -1.59462  -0.2056
C  -1.27963  -0.35249  -0.59271  -0.5533
H  -0.84797  0.72468  1.39724  0.2786

---

## Q
# C3H6N2S

The molecule C3H6N2S (ωB97M-V/def2-TZVPD, the Open Molecules 2025 dataset).

**Structure (SMILES)**: [H]/N=C(/C=N/[H])CS
**Orbital gap**: 9.8 eV
**Lowest unoccupied orbital energy**: 0.7 eV
**Charge**: 0
**Spin multiplicity**: 1

Each line ends with the Mulliken charge.
Element x y z (Å)
N  1.28083  1.55048  -0.14687  -0.5019
C  0.76895  0.71359  0.61417  -0.4068
C  -0.72120  -1.28805  -0.27731  -0.3929
H  -1.43110  -1.52995  -1.09681  0.3388
H  1.52098  -0.48102  -0.51947  0.2553
N  -1.44587  1.13003  -0.10662  -0.5952
H  1.17468  0.36448  1.60434  0.3911
H  -2.39208  0.94800  -0.53006  0.2536
H  2.08426  2.12082  0.23848  0.2531
H  -1.22447  -1.91938  0.56992  0.2424
C  -0.55378  0.21595  0.03965  0.4598
S  0.93879  -1.82496  -0.38942  -0.2974

---

## R
# C3H6N2S

The molecule C3H6N2S (ωB97M-V/def2-TZVPD, the Open Molecules 2025 dataset).

**Structure (SMILES)**: N[C@H]1CNC1=S
**Orbital gap**: 9.1 eV
**Lowest unoccupied orbital energy**: 0.7 eV
**Charge**: 0
**Spin multiplicity**: 1

Each line ends with the Mulliken charge.
Element x y z (Å)
H  -0.18729  1.61381  -1.27251  0.2556
H  -0.33055  0.72046  1.50327  0.3259
H  0.18685  2.47370  0.04627  0.2627
C  -0.91586  -0.81530  0.00670  -0.5095
H  0.67013  -2.40938  -0.25492  0.2173
N  0.39581  -1.44197  -0.23888  -0.1341
C  1.07826  -0.31501  0.09054  -0.0116
S  2.64017  0.12955  0.00475  -0.3530
N  -0.40866  1.68778  -0.23864  -0.6526
C  -0.17289  0.45711  0.46378  0.0789
H  -1.49169  -1.37084  0.79309  0.2390
H  -1.46428  -0.72990  -0.90345  0.2815

---

The winner here is R, beating the second structure by 0.0640 hartree.

---

## P
# C3H6N2S

The molecule C3H6N2S (ωB97M-V/def2-TZVPD, the Open Molecules 2025 dataset).

**Structure (SMILES)**: S=CNN1CC1
**Orbital gap**: 8.8 eV
**Lowest unoccupied orbital energy**: 0.7 eV
**Charge**: 0
**Spin multiplicity**: 1

Each line ends with the Mulliken charge.
Element x y z (Å)
C  -0.72037  -1.08046  0.34843  -0.2700
H  -2.17030  -0.33529  -1.23825  0.2353
H  -0.79911  -2.15455  0.17984  0.2057
H  0.08834  1.66178  0.03048  0.2693
C  -1.49607  -0.08090  -0.40307  -0.4114
H  -0.49867  -0.87136  1.37497  0.2264
N  0.61884  0.77869  -0.16376  -0.0246
N  -0.10425  -0.26931  -0.71986  -0.2890
H  2.28823  1.58398  0.57630  0.2899
S  2.77272  -0.66809  -0.29020  -0.3174
H  -1.89407  0.74014  0.26166  0.2544
C  1.91472  0.69538  0.04347  -0.1688

---

## Q
# C3H6N2S

The molecule C3H6N2S (ωB97M-V/def2-TZVPD, the Open Molecules 2025 dataset).

**Structure (SMILES)**: C[C@@H]1CSN=N1
**Orbital gap**: 9.5 eV
**Lowest unoccupied orbital energy**: 0.4 eV
**Charge**: 0
**Spin multiplicity**: 1

Each line ends with the Mulliken charge.
Element x y z (Å)
C  -0.11410  -0.15512  -0.15990  0.1180
C  -0.89766  -1.39988  0.27934  -1.0416
H  2.37054  0.65141  -0.66797  0.3250
S  0.84754  2.38725  0.12295  0.0266
H  0.08636  -0.50561  -1.20890  0.1222
H  -1.06797  -1.57533  1.36583  0.2835
H  1.79421  0.50494  1.09097  0.3036
H  -0.78301  -2.20979  -0.38229  0.3451
H  -1.91003  -1.12900  -0.04725  0.3794
C  1.51257  0.67673  0.10079  -0.4970
N  -0.71978  1.93743  -0.28284  -0.3938
N  -1.11868  0.81696  -0.21073  0.0289

---

The winner here is P, beating the second structure by 0.0400 hartree.

---

## P
# C3H6N2S

The molecule C3H6N2S (ωB97M-V/def2-TZVPD, the Open Molecules 2025 dataset).

**Structure (SMILES)**: CN/N=C/C=S
**Orbital gap**: 7.8 eV
**Lowest unoccupied orbital energy**: -0.7 eV
**Charge**: 0
**Spin multiplicity**: 1

Each line ends with the Mulliken charge.
Element x y z (Å)
C  -1.08183  0.10183  0.78144  -0.0806
S  -3.02140  0.26958  2.63926  -0.2614
C  1.70523  -0.03419  -1.45822  -0.6958
H  -0.92262  -1.25820  2.44000  0.2904
N  0.03232  -0.32385  0.28539  -0.4313
H  -1.60992  0.92990  0.29105  0.2786
C  -1.61878  -0.41169  2.02982  -0.2250
H  1.72802  0.09455  -2.56240  0.2817
H  2.40321  0.69476  -1.03307  0.2904
H  -0.17911  0.82934  -1.31717  0.2437
H  2.17703  -0.99678  -1.16835  0.2453
N  0.38787  0.10476  -0.92777  0.0639

---

## Q
# C3H6N2S

The molecule C3H6N2S (ωB97M-V/def2-TZVPD, the Open Molecules 2025 dataset).

**Structure (SMILES)**: C=N/N=C/SC
**Orbital gap**: 9.1 eV
**Lowest unoccupied orbital energy**: 0.4 eV
**Charge**: 0
**Spin multiplicity**: 1

Each line ends with the Mulliken charge.
Element x y z (Å)
C  -2.07112  1.00261  -0.03757  -0.7805
C  2.65008  0.16332  -0.11770  -0.3153
N  1.79696  -0.81044  0.02008  -0.6515
H  -0.17164  -2.50291  0.09621  0.2824
H  2.30831  1.14715  0.12421  0.3418
H  -1.46370  1.51381  -0.91214  0.2657
N  0.52544  -0.36717  0.08478  0.0552
C  -0.36549  -1.35473  0.01264  -0.0115
S  -2.11621  -0.90690  -0.09229  -0.0460
H  -1.62494  1.24904  0.97012  0.2633
H  3.67975  -0.24554  -0.33652  0.2569
H  -3.14745  1.11175  0.18816  0.3395

---

The winner here is P, beating the second structure by 0.0243 hartree.